No. 1
Here is C26H49ClN4Pt as an isolated structure from the Open Molecules 2025 dataset. Energies are from wB97M-V/def2-TZVPD.

ORCA input file:
```
! wB97M-V def2-TZVPD RIJCOSX def2/J DEFGRID3
* xyz -2 5
Pt 0.63 -0.67 0.50
Cl 0.08 0.25 -1.73
C 2.57 -4.08 -0.10
C 1.75 -2.00 -0.29
N 1.40 -3.31 -0.30
H 4.71 -3.31 0.19
N 3.08 -1.89 -0.11
H 2.50 -5.18 -0.05
C -0.09 -3.74 -0.36
C -0.02 -5.16 -0.86
C -0.83 -3.71 0.99
H 0.50 -5.77 -0.10
H -1.03 -5.56 -1.03
H 0.53 -5.15 -1.81
H -1.95 -3.41 -1.40
H -0.54 -2.93 -2.35
H -0.98 -2.71 1.41
C -0.95 -2.94 -1.34
H -0.32 -4.33 1.73
H -1.85 -4.13 0.86
H -1.16 -1.89 -1.08
C 3.63 -3.19 0.02
C 3.50 0.11 1.52
H 3.89 -0.57 2.29
H 4.04 1.07 1.62
C 3.70 -0.47 0.11
H 3.70 1.54 -0.72
C 5.16 -0.65 -0.19
H 5.24 -1.06 -1.21
H 2.45 0.35 1.79
H 2.09 0.91 -0.62
H 5.59 -1.34 0.55
H 5.68 0.31 -0.14
C 3.13 0.60 -0.83
H 3.15 0.31 -1.88
C -3.66 3.30 -0.69
N -3.17 2.09 -0.16
H -2.58 5.21 -0.89
N -1.55 3.50 -0.08
H -4.68 3.37 -1.01
C -3.73 0.60 -0.25
C -5.16 0.75 0.12
C -3.57 0.04 -1.65
H -5.64 1.39 -0.62
H -5.64 -0.23 0.12
H -5.21 1.17 1.12
H -3.60 -1.34 0.63
H -3.10 -0.10 1.76
H -2.52 -0.12 -1.93
C -3.05 -0.38 0.71
H -4.06 0.68 -2.38
H -4.08 -0.93 -1.69
H -2.01 -0.61 0.44
C -2.66 4.18 -0.64
C 0.63 3.59 -1.45
H 0.13 4.16 -2.23
H 1.68 3.92 -1.44
C 0.01 3.83 -0.08
H 1.86 3.31 0.86
C 0.03 5.27 0.31
H -0.48 5.36 1.27
H 0.64 2.53 -1.71
H 0.78 1.93 0.73
H -0.47 5.85 -0.47
H 1.06 5.61 0.42
C 0.80 3.01 0.93
H 0.53 3.19 1.96
C -2.09 2.45 0.45
C -1.17 1.42 3.40
C 0.12 0.60 3.39
C 0.43 0.13 4.81
C 0.08 -0.65 2.46
H -2.05 0.81 3.63
H -1.34 1.88 2.41
H -1.12 2.22 4.15
H 0.92 1.29 3.07
H -0.36 -0.53 5.19
H 1.37 -0.44 4.82
H 0.53 0.98 5.49
H 0.77 -1.43 2.84
H -0.96 -1.01 2.44
*
```

Calculated values
E_HOMO (alpha / beta), eV: 2.764 / -0.976
Maximum force, eV/Å: 5.66
Orbital gap (alpha / beta), eV: 1.460 / 5.359
Expectation value of S²: 6.015
Energy above the lowest of the compared OMol25 structures with the same formula, charge and spin, kJ/mol: 369.9
Total energy, hartree: -1818.2760


No. 2
Here is a 3-piece molecular cluster, C26H49N3O7S2 overall from the Open Molecules 2025 dataset. Energies are from wB97M-V/def2-TZVPD.

ORCA input file:
```
! wB97M-V def2-TZVPD RIJCOSX def2/J DEFGRID3
* xyz 0 1
C 4.98 -2.30 -0.80
C 4.90 -1.27 0.35
C 4.52 0.15 -0.09
C 3.28 0.24 -1.00
C 1.99 0.32 -0.17
C 0.70 0.06 -0.94
C 0.61 -1.25 -1.77
C -0.52 -2.20 -1.36
C -0.27 -3.23 -0.26
S 1.28 -3.04 0.70
O -0.05 -4.51 -0.90
C -0.31 -5.47 0.03
O 0.16 -6.55 0.06
O -1.24 -5.00 0.90
C -1.52 -3.61 0.60
C -2.81 -3.60 -0.24
C -3.66 -2.32 -0.16
S -4.22 -1.87 -1.83
C -5.26 -0.55 -1.38
N -6.38 -0.21 -1.90
N -6.81 0.91 -1.19
C -5.91 1.14 -0.30
O -4.88 0.27 -0.36
C -1.60 -2.86 1.93
C -2.89 -3.08 2.73
C -3.45 -1.80 3.33
N -2.56 -1.00 4.10
O -4.59 -1.45 3.17
H 4.99 -1.81 -1.77
H 5.91 -2.87 -0.73
H 4.15 -3.00 -0.77
H 4.21 -1.61 1.13
H 5.88 -1.21 0.83
H 4.28 0.73 0.81
H 5.38 0.65 -0.55
H 3.26 -0.58 -1.72
H 3.37 1.17 -1.58
H 1.94 1.34 0.23
H 2.08 -0.33 0.71
H -0.13 0.05 -0.22
H 0.51 0.91 -1.59
H 0.38 -0.96 -2.80
H 1.57 -1.77 -1.80
H -0.79 -2.79 -2.24
H -1.40 -1.59 -1.12
H 0.89 -2.07 1.53
H -3.41 -4.45 0.09
H -2.55 -3.83 -1.28
H -4.54 -2.47 0.47
H -3.10 -1.49 0.26
H -5.90 1.89 0.47
H -1.44 -1.79 1.73
H -0.75 -3.19 2.52
H -2.72 -3.78 3.56
H -3.69 -3.51 2.13
H -1.75 -1.55 4.38
H -2.23 -0.19 3.59
C -5.32 2.98 4.11
C -4.44 4.06 4.72
O -3.69 4.79 3.77
C -4.43 5.50 2.80
C -5.36 6.55 3.38
H -4.73 2.30 3.50
H -5.80 2.40 4.90
H -6.11 3.40 3.49
H -3.70 3.60 5.38
H -5.04 4.73 5.34
H -5.00 4.81 2.16
H -3.68 5.98 2.17
H -6.16 6.11 3.98
H -5.83 7.12 2.57
H -4.81 7.24 4.02
C 4.70 2.20 -4.64
C 5.72 2.19 -3.53
O 6.31 0.92 -3.29
C 7.03 0.36 -4.37
C 8.20 1.19 -4.84
H 3.93 1.44 -4.46
H 4.22 3.17 -4.70
H 5.15 1.99 -5.62
H 5.24 2.45 -2.58
H 6.49 2.95 -3.70
H 6.35 0.14 -5.21
H 7.38 -0.60 -4.00
H 7.89 2.14 -5.27
H 8.76 0.65 -5.60
H 8.88 1.41 -4.01
*
```

Calculated values
E_HOMO, eV: -9.483
Maximum force, eV/Å: 0.79
Orbital gap, eV: 9.408
Energy above the lowest of the compared OMol25 structures with the same formula, charge and spin, kJ/mol: 0.0
Total energy, hartree: -2507.3560
Structure (SMILES): CCCCCCCC[C@]1(S)OC(=O)O[C@@]1(CCSc1nnco1)CCC(N)=O.CCOCC.CCOCC


No. 3
Here is C26H49N4O4PdSSi as an isolated structure from the Open Molecules 2025 dataset. Energies are from wB97M-V/def2-TZVPD.

ORCA input file:
```
! wB97M-V def2-TZVPD RIJCOSX def2/J DEFGRID3
* xyz 1 1
Pd 0.55 -1.86 0.87
N 0.08 -3.93 1.15
C 1.40 -4.60 1.17
C 2.17 -4.30 2.44
C 2.71 -2.88 2.58
N 1.60 -1.90 2.64
H -0.48 -4.25 1.94
H -0.43 -4.19 0.31
H 1.95 -4.24 0.30
H 1.29 -5.68 1.06
H 3.02 -4.99 2.48
H 1.56 -4.54 3.32
H 3.34 -2.62 1.73
H 3.31 -2.81 3.49
H 1.95 -0.97 2.83
H 0.96 -2.15 3.39
C -1.93 1.27 0.09
C -1.69 1.49 1.58
C -1.94 0.21 2.38
C -2.57 2.62 2.10
O -0.33 1.88 1.83
Si 1.03 1.95 0.95
S 1.79 0.03 0.39
O 2.17 2.69 1.83
C 2.82 2.49 3.09
C 3.22 3.87 3.58
C 4.06 1.63 2.88
C 1.87 1.84 4.09
O 0.76 2.91 -0.34
C 1.52 3.23 -1.51
C 3.02 3.12 -1.23
C 1.15 4.67 -1.85
C 1.10 2.29 -2.62
H -2.99 1.07 -0.09
H -1.34 0.42 -0.26
H -1.63 2.15 -0.47
H -2.96 -0.16 2.22
H -1.80 0.40 3.45
H -1.23 -0.56 2.06
H -3.62 2.38 1.96
H -2.34 3.54 1.56
H -2.38 2.78 3.16
H 3.88 4.35 2.85
H 3.75 3.81 4.53
H 2.34 4.50 3.70
H 4.71 2.09 2.13
H 3.79 0.64 2.51
H 4.62 1.52 3.81
H 0.95 2.41 4.17
H 2.34 1.78 5.07
H 1.61 0.82 3.77
H 3.28 3.73 -0.37
H 3.58 3.47 -2.09
H 3.30 2.09 -1.03
H 1.45 5.34 -1.04
H 0.08 4.76 -2.00
H 1.66 4.99 -2.77
H 1.30 1.25 -2.35
H 1.64 2.53 -3.54
H 0.03 2.42 -2.81
C -4.38 -2.06 -3.39
N -3.51 -2.11 -2.24
N -2.15 -1.92 -2.34
C -1.59 -2.01 -1.11
O -0.34 -1.82 -0.94
C -2.64 -2.32 -0.21
C -3.80 -2.36 -0.95
C -5.20 -2.61 -0.49
C -1.50 -1.58 -3.57
C -0.98 -0.30 -3.70
C -0.34 0.04 -4.88
C -0.24 -0.89 -5.91
C -0.76 -2.17 -5.76
C -1.39 -2.52 -4.58
H -4.13 -1.19 -4.00
H -5.40 -1.95 -3.04
H -4.30 -2.96 -4.00
H -2.56 -2.43 0.85
H -5.19 -2.85 0.57
H -5.66 -3.44 -1.03
H -5.82 -1.73 -0.64
H -1.07 0.40 -2.89
H 0.08 1.03 -4.99
H 0.26 -0.62 -6.83
H -0.67 -2.89 -6.56
H -1.78 -3.52 -4.43
*
```

Calculated values
E_HOMO, eV: -10.474
Maximum force, eV/Å: 0.84
Orbital gap, eV: 8.035
Energy above the lowest of the compared OMol25 structures with the same formula, charge and spin, kJ/mol: 11.1
Total energy, hartree: -2355.6944